Entry from the Open Molecules 2025 dataset: a structure of composition C9H21F6NO8S2V in a non-equilibrium geometry (wB97M-V/def2-TZVPD).

```
48
C9H21F6NO8S2V (wB97M-V/def2-TZVPD)
V 0.34 -0.07 0.17
S -1.77 0.30 -2.05
S -2.49 -1.87 -0.79
F -3.62 1.22 -0.35
F -3.33 -3.53 1.01
F -1.27 -2.93 1.29
F -2.51 2.74 -1.41
F -4.04 1.58 -2.44
F -2.88 -1.55 1.78
O 1.86 1.26 -0.80
O -1.88 -2.88 -1.61
O 1.45 -1.71 -0.80
O -3.86 -1.55 -1.02
O -0.56 1.05 -2.28
O -2.29 -0.40 -3.16
O 0.90 -0.82 2.01
O -0.38 1.77 1.10
N -1.51 -0.57 -0.65
C 2.70 -2.01 -2.90
C -2.49 -2.51 0.94
C 0.70 -0.90 3.37
C -1.46 1.66 2.05
C -3.09 1.54 -1.52
C -2.26 2.93 2.12
C 4.21 0.89 -0.21
C 1.34 -1.96 -2.21
C 2.88 1.51 0.18
H 0.64 0.09 3.87
H 2.07 1.71 -1.62
H 1.81 -2.50 -0.38
H 4.12 -0.17 -0.41
H -0.23 -1.43 3.62
H 1.56 -1.40 3.84
H 0.73 -1.17 -2.66
H 0.79 -2.88 -2.39
H 4.59 1.39 -1.10
H 2.57 -2.14 -3.97
H 3.23 -2.91 -2.57
H 2.55 1.07 1.13
H 4.94 1.10 0.58
H 3.02 2.58 0.39
H -3.10 2.86 2.81
H 3.34 -1.17 -2.63
H 0.09 2.59 1.28
H -2.08 0.81 1.78
H -1.65 3.79 2.41
H -1.05 1.42 3.04
H -2.65 3.19 1.14
```

Its HOMO energy (alpha / beta) is -7.35 / -8.57 eV. The total charge is 0. Its HOMO-LUMO gap (alpha / beta) is 7.38 / 8.59 eV. Its spin multiplicity is 4.

***

Entry from the Open Molecules 2025 dataset: a structure of composition C9H21I2O2P2Ti in a non-equilibrium geometry (wB97M-V/def2-TZVPD).

```
37
C9H21I2O2P2Ti (wB97M-V/def2-TZVPD)
I 2.33 -0.36 -2.71
I 0.05 -0.99 -4.21
Ti 0.12 0.02 0.25
P -0.51 -2.31 0.27
P 0.18 2.33 -0.44
O 3.05 -0.27 1.16
O -0.06 0.38 2.38
C -1.18 0.46 1.83
C -2.63 0.69 1.91
C -2.05 -2.77 1.17
C 2.20 -0.27 0.37
C -1.11 3.46 0.21
C -0.65 -3.14 -1.35
C 0.74 -3.32 1.16
C 1.71 3.16 0.16
C 0.22 2.64 -2.24
H -0.69 2.24 -2.71
H 0.30 3.70 -2.49
H -2.12 3.15 -0.10
H 1.77 4.24 -0.05
H 0.27 -3.03 -1.94
H 0.48 -4.39 1.29
H -3.22 -0.14 2.39
H -2.87 0.55 0.82
H 1.05 2.09 -2.72
H -2.94 1.75 2.10
H 1.71 -3.28 0.67
H -0.89 -4.21 -1.26
H -2.02 -2.46 2.23
H -1.42 -2.66 -1.96
H 2.60 2.70 -0.26
H -1.13 3.47 1.31
H -2.19 -3.87 1.17
H -0.93 4.50 -0.12
H -2.94 -2.30 0.74
H 0.90 -2.93 2.17
H 1.79 3.05 1.24
```

Its HOMO energy (alpha / beta) is -15.69 / -15.80 eV. The total charge is +2. Its HOMO-LUMO gap (alpha / beta) is 7.09 / 7.20 eV. Its spin multiplicity is 2.

***

Entry from the Open Molecules 2025 dataset: the ion C9H21N2O with charge +1 in a non-equilibrium geometry (wB97M-V/def2-TZVPD).

```
33
C9H21N2O (wB97M-V/def2-TZVPD)
O 1.56 -0.82 2.94
N 1.02 -0.22 2.04
N -0.24 1.40 0.52
C -0.37 0.02 -0.01
C 0.04 -2.28 1.38
C 2.10 0.34 -0.74
C -0.07 -0.80 1.39
C 0.74 -1.62 -1.55
C 0.69 -0.11 -1.17
C 0.38 0.73 -2.40
C -1.28 -0.22 2.27
C -1.75 -0.36 -0.54
H 1.04 -2.61 1.12
H -0.46 0.27 -2.87
H -0.14 -2.68 2.37
H -1.18 1.59 0.87
H 0.18 1.84 -2.29
H -1.48 0.78 2.04
H -2.05 -1.33 -0.24
H -1.03 -0.34 3.29
H -1.71 -0.38 -1.59
H 2.55 -0.36 -0.04
H -0.68 -2.76 0.63
H -2.60 0.34 -0.43
H 0.47 1.38 1.34
H -2.26 -0.69 2.01
H 0.17 2.21 -0.05
H 2.78 0.27 -1.60
H 2.17 1.43 -0.46
H 1.29 0.44 -3.06
H 0.70 -1.71 -2.65
H -0.14 -2.25 -1.18
H 1.66 -2.05 -1.04
```

Its HOMO energy is -13.29 eV. The total charge is +1. Its HOMO-LUMO gap is 9.10 eV.

***

Entry from the Open Molecules 2025 dataset: a cluster of 2 separate species, C9H21N7O3P in total in a non-equilibrium geometry (wB97M-V/def2-TZVPD).

```
41
C9H21N7O3P (wB97M-V/def2-TZVPD)
P -3.20 0.54 -1.56
O 4.68 -0.96 4.88
O 0.37 -2.35 2.17
O 3.65 -2.46 6.12
N -1.70 -1.31 -4.48
N 4.12 -1.33 5.91
N 0.88 1.59 -1.69
N -0.65 0.66 0.05
N -1.66 1.13 -2.25
N -3.70 1.56 -0.37
N 1.73 1.43 -0.59
C -1.41 1.59 -3.67
C 1.07 0.40 2.02
C 1.53 -2.21 3.32
C -2.85 -0.42 -4.91
C 1.51 -1.32 1.83
C -0.56 1.14 -1.38
C -2.58 1.19 -4.74
C 3.98 -0.34 7.01
C 0.80 0.86 0.47
H -3.88 -0.65 -4.36
H 2.01 0.91 2.51
H 1.21 1.96 -2.62
H -1.34 2.78 -3.63
H 4.50 -0.74 7.89
H 2.91 -0.21 7.21
H -4.29 0.46 -2.53
H -2.19 1.57 -5.81
H -1.98 -1.71 -3.55
H 2.75 1.62 -0.48
H -0.36 1.18 -3.99
H 4.43 0.60 6.70
H 0.67 -2.03 4.09
H -3.56 1.79 -4.53
H 2.37 -1.61 0.97
H 0.11 0.40 2.68
H -3.06 -0.64 -6.06
H -3.74 1.03 0.55
H 1.96 -3.24 2.96
H -1.60 -2.08 -5.21
H -2.92 -0.74 -0.94
```

Its HOMO energy is -11.45 eV. The total charge is +1. Its HOMO-LUMO gap is 7.78 eV.

***

Entry from the Open Molecules 2025 dataset: a structure of composition C9H21NOS in a non-equilibrium geometry (wB97M-V/def2-TZVPD).

```
33
C9H21NOS (wB97M-V/def2-TZVPD)
S -0.62 0.90 -0.46
O -0.91 2.26 0.10
N -0.80 0.75 -1.98
C 2.20 1.54 -0.82
C 1.83 -1.15 -1.31
C -1.73 -0.21 1.72
C 2.02 -0.83 0.16
C 1.50 1.38 1.66
C -1.97 -0.25 0.19
C -1.70 -1.50 -0.56
C -3.30 0.36 -0.26
C 1.62 0.64 0.28
H -1.85 -1.45 -1.68
H 0.56 1.09 2.03
H 2.92 2.20 -0.47
H -0.69 -1.81 -0.33
H -3.39 0.53 -1.39
H -1.75 0.85 2.21
H -2.28 -0.96 2.15
H 1.97 -2.26 -1.53
H -3.32 1.31 0.10
H 2.41 -0.68 -1.97
H -4.09 -0.18 0.00
H 2.99 -0.94 0.44
H 1.42 2.07 -1.22
H 2.31 1.11 2.27
H -0.76 -0.68 1.93
H -2.20 -2.24 -0.08
H 2.64 1.01 -1.61
H 1.51 2.41 1.34
H -0.36 1.30 -2.70
H 1.29 -1.31 0.88
H 0.84 -1.01 -1.65
```

Its HOMO energy is -8.04 eV. The total charge is 0. Its HOMO-LUMO gap is 8.44 eV.

***

Entry from the Open Molecules 2025 dataset: an isolated molecule of C9H21O2PS in a non-equilibrium geometry (wB97M-V/def2-TZVPD).

```
34
C9H21O2PS (wB97M-V/def2-TZVPD)
S 3.50 0.93 0.76
P 2.74 -0.09 -0.91
O 4.97 0.88 0.79
O 1.40 -0.45 -0.22
C -0.63 -1.40 0.06
C 0.56 2.20 -0.79
C -0.20 1.64 1.67
C 0.06 -0.08 -0.35
C -2.13 -1.46 -0.19
C -0.40 1.36 0.09
C -0.08 -2.47 -0.87
C -1.82 1.66 -0.27
C -0.39 -1.77 1.58
H 0.45 1.99 -1.81
H 0.67 -1.53 1.72
H 3.24 -1.35 -1.43
H -2.08 2.51 0.35
H -1.02 1.33 2.31
H 1.50 1.88 -0.43
H -2.59 1.07 -0.05
H -2.36 -1.19 -1.34
H -2.49 -2.36 0.10
H 0.55 3.36 -0.51
H 1.09 -2.48 -1.04
H -0.42 -2.28 -1.98
H -1.86 1.77 -1.30
H -0.31 -3.58 -0.62
H 0.61 1.13 1.98
H -2.66 -0.76 0.48
H -0.03 0.10 -1.51
H -0.93 -0.99 2.26
H 2.14 0.40 -2.19
H -0.85 -2.69 1.75
H -0.23 2.71 1.93
```

Its HOMO energy (alpha / beta) is -7.40 / -7.40 eV. The total charge is 0. Its HOMO-LUMO gap (alpha / beta) is 7.09 / 7.09 eV.

***

Q: Look up the total charge of the fifth one.
A: 0

***

Q: The highest total charge belongs to which entry?
A: C9H21I2O2P2Ti